19
Properties=species:S:1:pos:R:3:mulliken_charge:R:1 method="wB97M-V/def2-TZVPD" gap_ev=10.49 e_above_lowest_kj_mol=111.6 homo_energy_ev=-9.540 smiles=CC(C)[C@H]1C[C@H]1O
C 1.486 1.050 0.405 -1.407
C 0.707 -0.256 0.207 0.749
C 1.540 -1.247 -0.607 -1.549
C -0.607 -0.047 -0.524 -0.198
C -1.833 -0.841 -0.133 -0.890
C -1.810 0.636 0.068 -0.080
O -1.806 1.059 1.402 -0.535
H 1.016 1.690 1.160 0.308
H 2.510 0.840 0.735 0.396
H 1.550 1.616 -0.533 0.319
H 0.490 -0.685 1.194 0.175
H 2.498 -1.465 -0.123 0.408
H 1.759 -0.827 -1.599 0.345
H 1.004 -2.190 -0.760 0.357
H -0.466 0.123 -1.591 0.413
H -2.470 -1.280 -0.894 0.278
H -1.758 -1.413 0.789 0.267
H -2.407 1.249 -0.611 0.307
H -1.432 1.948 1.424 0.335